DFT (ωB97M-V/def2-TZVPD) results for a cluster of 2 separate species, C2H10N2P in total.

Each line ends with the Mulliken charge.
Element x y z (Å)
C: -2.57 -0.82 0.96  -0.8132
C: 0.10 -1.25 -0.24  -0.7366
N: -2.35 -0.21 -1.69  -0.4502
N: 2.31 1.50 -0.40  -0.7246
P: -1.66 -0.80 -0.50  0.7170
H: -1.90 -0.96 1.71  0.3329
H: -3.28 -1.67 1.01  0.3509
H: -3.20 0.06 1.14  0.3448
H: 0.65 -0.36 -0.28  0.2576
H: 0.39 -1.96 -1.05  0.3633
H: 0.24 -1.69 0.68  0.3634
H: -1.80 -0.27 -2.53  0.2922
H: 2.86 1.40 0.39  0.2247
H: 2.85 1.18 -1.13  0.2245
H: 2.28 2.52 -0.49  0.2532

frontier orbital gap	8.476	eV
E_HOMO	-13.94	eV
calculated total energy	-532.76172	hartree
E_LUMO	-5.4633	eV
net charge	+1
relative energy (zero: lowest compared OMol25 entry of this formula, charge and spin)	211.3	kJ/mol

=====

DFT (ωB97M-V/def2-TZVPD) results for a cluster of 7 separate species, C11H25BrF5N4O8 in total.

Each line ends with the Mulliken charge.
Element x y z (Å)
N: 2.62 -2.80 0.42  -0.5157
C: 3.34 -1.54 0.22  -0.6798
C: 2.44 -0.52 -0.49  0.1503
C: 2.53 0.87 0.14  -0.3362
C: 1.92 0.90 1.55  -1.1861
N: 0.44 1.09 1.45  0.3240
C: -0.43 0.19 1.75  0.1187
Br: -0.25 -1.54 2.43  -0.0167
N: -1.65 0.67 1.53  0.1732
C: -1.51 1.93 1.05  0.1576
C: -2.69 2.81 0.69  -0.1188
O: -3.36 3.28 1.58  -0.5030
N: -2.91 3.07 -0.66  0.1217
C: -2.67 1.97 -1.52  0.4597
O: -2.98 0.82 -1.33  -0.4962
F: -2.06 2.32 -2.61  -0.2368
C: -0.22 2.24 1.00  0.1676
C: 0.45 3.54 0.61  0.6020
F: -0.07 4.49 1.40  -0.2978
F: 1.75 3.49 0.85  -0.2838
C: 0.24 3.99 -0.84  0.0169
F: 0.59 3.01 -1.68  -0.2339
F: 1.09 5.01 -1.03  -0.3039
H: 1.63 -2.67 0.36  0.1143
H: 2.84 -3.21 1.31  0.2517
H: 3.67 -1.11 1.17  0.3806
H: 4.19 -1.75 -0.41  0.3219
H: 1.40 -0.81 -0.46  -0.4286
H: 2.80 -0.45 -1.51  0.5721
H: 1.93 1.52 -0.49  -0.0507
H: 3.55 1.23 0.13  0.4410
H: 2.30 1.75 2.10  0.2925
H: 2.11 -0.03 2.06  0.7759
H: -2.49 0.15 1.72  0.3171
H: -3.82 3.50 -0.82  0.4326
H: -0.75 4.38 -1.04  0.4275
O: -0.02 -2.19 -1.59  -0.5217
H: -0.74 -2.79 -1.83  0.2723
H: -0.29 -1.35 -1.97  0.2671
O: 1.38 -4.69 2.45  -0.6343
H: 1.41 -5.54 2.90  0.2905
H: 1.08 -4.91 1.56  0.3329
O: -3.98 -0.91 -3.81  -0.6178
H: -3.30 -1.59 -3.90  0.2959
H: -3.69 -0.36 -3.08  0.3447
O: -1.12 -6.02 2.88  -0.5926
H: -1.27 -5.07 2.96  0.2955
H: -1.84 -6.33 2.34  0.3115
O: -5.62 1.74 -0.17  -0.6023
H: -5.68 1.96 0.77  0.3280
H: -4.81 1.22 -0.26  0.2963
O: 4.22 -1.59 -2.91  -0.5829
H: 4.88 -1.50 -3.60  0.2912
H: 3.42 -1.86 -3.37  0.2949

frontier orbital gap	7.650	eV
E_HOMO	-11.33	eV
calculated total energy	-4328.20120	hartree
E_LUMO	-3.6850	eV
net charge	+1

=====

DFT (ωB97M-V/def2-TZVPD) results for a structure of composition C9H7AsF24N2O15S6Zr.

Each line ends with the Mulliken charge.
Element x y z (Å)
Zr: -5.25 -2.18 18.21  3.9383
C: -1.48 -0.93 17.08  -1.4247
C: -2.77 -0.09 16.90  0.6341
C: -2.76 0.63 15.54  -1.3379
O: -3.93 -0.89 17.05  -0.1217
H: -1.42 -1.49 18.02  0.0877
H: -0.64 -0.25 16.97  0.4948
H: -1.40 -1.76 16.37  0.2381
H: -2.83 0.76 17.59  0.1490
H: -1.86 1.18 15.27  0.4229
H: -3.57 1.35 15.65  0.2380
H: -3.01 0.03 14.67  0.1632
As: -3.42 -0.39 21.15  2.0314
F: -3.20 -2.06 21.77  -0.4766
F: -2.10 -0.64 20.01  -0.4889
F: -3.64 1.20 20.51  -0.4790
F: -4.95 -0.18 22.04  -0.4969
F: -2.37 0.26 22.42  -0.5339
F: -4.53 -1.05 19.85  -0.3671
C: -6.93 -6.20 17.51  0.5959
F: -6.12 -6.98 16.81  -0.2005
F: -8.10 -6.77 17.73  -0.2224
F: -6.30 -5.74 18.63  -0.0546
S: -7.14 -4.55 16.50  0.5674
O: -7.55 -4.89 15.15  -0.6186
O: -8.13 -3.90 17.30  -0.5234
N: -5.64 -3.64 16.75  -0.2936
S: -4.69 -4.15 15.55  0.3763
O: -3.34 -3.81 15.96  -0.4879
O: -4.88 -5.51 15.02  -0.6111
C: -5.01 -2.94 14.01  0.6953
F: -4.35 -3.27 12.94  -0.2656
F: -6.27 -2.97 13.65  -0.2302
F: -4.60 -1.73 14.35  -0.1838
C: -6.49 1.17 15.80  0.7871
F: -5.68 0.72 14.91  -0.2168
F: -5.91 1.77 16.83  -0.2240
F: -7.22 2.13 15.26  -0.3044
S: -7.65 -0.35 16.48  0.3611
O: -9.06 0.10 16.43  -0.5929
O: -7.37 -1.53 15.67  -0.4486
N: -6.84 -0.82 18.06  -0.7910
S: -7.80 0.16 18.94  0.7579
O: -7.18 0.12 20.21  -0.5564
O: -8.14 1.55 18.50  -0.6553
C: -9.54 -0.77 19.10  0.4667
F: -9.49 -2.02 18.64  -0.0711
F: -9.87 -0.90 20.45  -0.2521
F: -10.51 -0.09 18.33  -0.2393
C: -1.31 -4.53 19.11  0.5774
F: -0.83 -3.66 18.23  -0.1929
F: -0.67 -5.65 18.89  -0.2496
F: -0.98 -4.10 20.32  -0.2308
S: -3.21 -4.82 19.14  1.0517
O: -3.54 -5.83 18.12  -0.6929
O: -3.54 -5.17 20.55  -0.5886
O: -3.75 -3.49 18.83  -0.7651
C: -8.18 -3.43 21.99  0.4282
F: -8.28 -2.17 22.43  -0.1998
F: -8.55 -4.35 22.94  -0.2443
F: -9.04 -3.54 21.02  -0.2146
S: -6.38 -3.69 21.33  1.0863
O: -6.25 -2.91 20.07  -0.6208
O: -5.56 -3.25 22.48  -0.6736
O: -6.26 -5.17 21.17  -0.7057

frontier orbital gap (alpha / beta)	4.688 / 8.112	eV
E_HOMO (alpha / beta)	1.50 / -1.93	eV
calculated total energy	-8654.17049	hartree
E_LUMO (alpha / beta)	6.1863 / 6.1811	eV
net charge	-3
spin multiplicity	2

=====

DFT (ωB97M-V/def2-TZVPD) results for a cluster of 2 separate species, C5H12NO in total.

Each line ends with the Mulliken charge.
Element x y z (Å)
C: -1.06 1.36 0.67  -1.0901
C: -1.22 -0.17 0.26  -0.4679
C: -0.20 -0.94 0.86  0.5816
C: -0.17 -1.15 2.21  -0.9843
C: 1.67 -1.29 -0.70  -0.6243
N: 1.23 -0.97 0.43  -0.0497
H: -0.72 1.53 1.76  0.3269
H: -1.92 2.02 0.34  0.2985
H: -0.16 1.67 0.21  0.3461
H: -1.18 -0.19 -0.85  0.2133
H: -2.26 -0.42 0.61  0.3065
H: -1.06 -0.95 2.87  0.2810
H: 0.76 -1.34 2.77  0.2385
H: 2.76 -1.49 -0.81  0.2546
H: 1.09 -0.99 -1.70  0.1239
H: 1.98 -0.95 1.15  0.2503
H: -0.46 0.92 -3.62  0.3303
H: 0.42 2.15 -3.13  0.3171
O: 0.50 1.19 -3.34  -0.6524

frontier orbital gap (alpha / beta)	5.937 / 9.478	eV
E_HOMO (alpha / beta)	-5.27 / -8.82	eV
calculated total energy	-327.54030	hartree
E_LUMO (alpha / beta)	0.6635 / 0.6609	eV
net charge	0
spin multiplicity	2
relative energy (zero: lowest compared OMol25 entry of this formula, charge and spin)	227.9	kJ/mol

=====

DFT (ωB97M-V/def2-TZVPD) results for the molecule C7H12BrN3O.

Each line ends with the Mulliken charge.
Element x y z (Å)
C: 4.14 -1.11 -0.79  -0.8876
C: 3.08 -1.50 -0.05  0.7521
N: 2.15 -1.64 0.80  -0.9581
N: 0.84 -1.52 0.50  0.5233
C: 0.04 -2.70 0.69  -0.7116
N: 0.62 -1.31 -0.99  0.7185
O: 1.61 -1.81 -1.59  -0.6925
C: -0.29 -0.43 -1.52  -0.4740
C: -1.55 0.09 -0.96  -0.3744
Br: -2.93 -1.43 -0.25  -0.2556
C: -1.58 1.13 0.18  -0.3694
C: -0.92 2.42 -0.32  -1.2758
H: 4.57 -0.18 -0.29  0.2248
H: 4.36 -1.50 -1.76  0.3120
H: -0.64 -2.70 1.65  0.2434
H: 0.64 -3.57 0.61  0.3776
H: -0.79 -2.68 -0.07  0.1689
H: -0.28 -0.42 -2.60  0.3634
H: -2.15 0.48 -1.79  0.5260
H: -1.10 0.77 1.12  0.2502
H: -2.57 1.35 0.44  0.4720
H: -1.02 3.25 0.47  0.2878
H: -1.21 2.88 -1.20  0.4074
H: 0.09 2.14 -0.55  0.3717

frontier orbital gap (alpha / beta)	7.426 / 7.426	eV
E_HOMO (alpha / beta)	-8.43 / -8.43	eV
calculated total energy	-3087.17188	hartree
E_LUMO (alpha / beta)	-1.0088 / -1.0073	eV
net charge	0
structure (SMILES)	C=C=NN(C)/[N+]([O-])=C\[C@@H](Br)CC
relative energy (zero: lowest compared OMol25 entry of this formula, charge and spin)	578.0	kJ/mol

=====

DFT (ωB97M-V/def2-TZVPD) results for a structure of composition C31H35AuClIN2O4PS2.

Each line ends with the Mulliken charge.
Element x y z (Å)
Au: 0.84 1.29 0.26  0.4363
Cl: -6.16 4.20 -0.23  -0.3175
C: -4.86 3.02 -0.09  0.7767
C: -5.17 1.69 -0.14  -0.3654
C: -4.16 0.75 0.00  -0.1565
I: -4.62 -1.30 -0.10  -0.0865
C: -2.80 1.06 0.20  -0.4348
O: -1.91 0.19 0.37  0.2369
C: -2.48 2.49 0.17  -0.0205
N: -1.17 2.87 0.24  0.7445
C: -0.88 4.16 0.24  -0.5776
C: -1.85 5.17 0.20  -1.0066
C: -3.17 4.82 0.10  -0.9952
C: -3.53 3.46 0.06  0.0026
H: -6.20 1.37 -0.27  0.4367
H: 0.17 4.42 0.29  0.4759
H: -1.55 6.21 0.23  0.4168
H: -3.94 5.58 0.04  0.4034
C: 3.11 -1.42 1.51  -1.3907
C: 2.27 -0.80 2.63  0.7152
C: 2.25 -1.72 3.85  -1.5769
P: 0.58 -0.37 1.97  1.1206
C: -0.44 -0.27 3.50  0.7489
C: -0.02 1.02 4.22  -1.5287
C: -1.96 -0.32 3.33  -1.6619
C: 0.15 -1.78 0.96  -0.7993
C: -0.31 -2.97 1.51  -0.3152
C: -0.53 -4.10 0.73  0.3057
C: -1.03 -5.39 1.32  -1.7534
C: -0.28 -3.98 -0.64  -1.0406
C: 0.13 -2.79 -1.21  -0.2874
C: 0.34 -1.63 -0.43  0.8015
N: 0.67 -0.44 -0.98  0.6937
C: 0.90 -0.25 -2.36  -1.5443
C: 2.09 -0.67 -2.96  1.1057
C: 3.17 -1.35 -2.16  -1.0475
C: 2.29 -0.44 -4.32  -1.0861
C: 1.34 0.21 -5.10  0.7515
C: 1.58 0.50 -6.56  -1.5979
C: 0.16 0.61 -4.49  -1.1288
C: -0.08 0.39 -3.13  1.4040
C: -1.38 0.81 -2.52  -0.8300
H: 4.15 -1.45 1.82  0.6619
H: 3.06 -0.81 0.61  -0.0981
H: 2.77 -2.43 1.27  0.2407
H: 2.74 0.15 2.89  0.7675
H: 1.67 -2.63 3.65  0.2417
H: 1.85 -1.23 4.74  0.3512
H: 3.28 -2.02 4.08  0.4715
H: -0.14 -1.13 4.09  0.5333
H: -0.29 1.89 3.61  0.2438
H: 1.06 1.07 4.37  0.3620
H: -0.51 1.10 5.19  0.4351
H: -2.33 0.61 2.91  0.2544
H: -2.41 -0.47 4.31  0.5311
H: -2.27 -1.13 2.67  0.2068
H: -0.50 -3.03 2.58  0.2201
H: -1.13 -5.32 2.40  0.3553
H: -0.35 -6.22 1.09  0.3348
H: -2.02 -5.66 0.91  0.3306
H: -0.44 -4.84 -1.27  0.3537
H: 0.28 -2.73 -2.28  0.4971
H: 3.62 -0.62 -1.49  0.1302
H: 3.94 -1.75 -2.82  0.4599
H: 2.77 -2.16 -1.55  0.1691
H: 3.22 -0.77 -4.77  0.3745
H: 2.28 -0.21 -6.99  0.3798
H: 2.00 1.50 -6.69  0.2789
H: 0.65 0.46 -7.12  0.3782
H: -0.61 1.09 -5.08  0.3849
H: -2.11 1.07 -3.28  0.3633
H: -1.23 1.68 -1.87  0.0457
H: -1.79 0.02 -1.88  0.0142
O: 4.38 3.43 0.19  -0.6369
S: 3.63 2.29 0.66  1.1101
O: 4.31 1.45 1.61  -0.6421
O: 3.02 1.51 -0.47  -0.6960
S: 1.90 2.99 1.61  -0.4357

frontier orbital gap	5.180	eV
E_HOMO	-4.55	eV
calculated total energy	-3644.17993	hartree
E_LUMO	0.6275	eV
net charge	-1
relative energy (zero: lowest compared OMol25 entry of this formula, charge and spin)	0.0	kJ/mol